# C60H47Br2CoNO2P2Si

A structure of composition C60H47Br2CoNO2P2Si at a distorted geometry (ωB97M-V/def2-TZVPD, the Open Molecules 2025 dataset).

As for the electronic energy: -10022.5681 Ha. Its spin multiplicity is 2. The HOMO-LUMO gap (alpha / beta) comes out at 4.2840 / 4.2838 eV. The value obtained for the HOMO energy (alpha / beta) is -6.449 / -6.440 eV.

Geometry (Å):
Co: -0.5734 0.0595 -2.1377
C: 4.5789 -1.7657 4.7725
C: 3.2684 -0.9631 4.7013
C: 2.7960 -0.6120 6.1234
C: 2.2031 -1.8118 4.0260
C: 1.9096 -3.0949 4.4888
C: 0.9631 -3.8857 3.8721
C: 0.2447 -3.4013 2.7843
C: 0.4595 -2.1166 2.3174
P: -0.3946 -1.2657 0.9195
C: -1.5759 -2.5707 0.3428
C: -0.9027 -3.5958 -0.3038
C: -1.5433 -4.6941 -0.8892
C: -2.9595 -4.7501 -0.8980
C: -3.6931 -3.7797 -0.3176
C: -3.1107 -2.6122 0.4523
C: -1.3401 -0.0129 1.8953
C: -1.5870 1.2278 1.3042
C: -2.2666 2.2239 1.9913
C: -2.6964 1.9975 3.2930
C: -2.4386 0.7754 3.8996
C: -1.7605 -0.2212 3.2084
C: 1.4755 -1.3494 2.9401
O: 1.6755 -0.0999 2.4083
C: 2.7317 0.6857 2.8293
C: 2.9601 1.8545 2.0876
C: 3.9838 2.6935 2.5054
C: 4.7566 2.3711 3.6112
C: 4.5216 1.1968 4.3018
C: 3.5062 0.3230 3.9241
P: 1.9444 2.1698 0.5495
C: 1.9921 4.0048 0.5509
C: 2.4990 4.8225 -0.4536
C: 2.4303 6.2076 -0.3330
C: 1.8423 6.7886 0.7783
C: 1.3004 5.9788 1.7732
C: 1.3722 4.5998 1.6555
C: 3.1901 1.6081 -0.6760
C: 4.4066 2.2314 -0.9505
C: 5.3038 1.6555 -1.8379
C: 5.0040 0.4445 -2.4507
C: 3.8008 -0.1900 -2.1731
C: 2.8962 0.3928 -1.2937
H: 4.4496 -2.6717 5.3682
H: 5.3740 -1.1763 5.2318
H: 4.9011 -2.0541 3.7705
H: 2.5951 -1.5200 6.6978
H: 1.8795 -0.0200 6.0823
H: 3.5565 -0.0322 6.6523
H: 2.4332 -3.4835 5.3550
H: 0.7742 -4.8877 4.2402
H: -0.4745 -4.0445 2.2898
H: 0.1813 -3.5311 -0.3621
H: -0.9624 -5.4741 -1.3645
H: -3.4537 -5.5597 -1.4243
H: -4.7770 -3.8242 -0.3377
H: -3.2495 -0.4811 0.5002
H: -1.2543 1.4057 0.2910
H: -2.4569 3.1777 1.5114
H: -3.2265 2.7718 3.8346
H: -2.7721 0.5939 4.9153
H: -1.5747 -1.1733 3.6935
H: 4.1735 3.6176 1.9711
H: 5.5485 3.0380 3.9338
H: 5.1421 0.9574 5.1580
H: 2.9374 4.3823 -1.3410
H: 2.8379 6.8362 -1.1169
H: 1.8036 7.8670 0.8750
H: 0.8178 6.4224 2.6355
H: 0.9520 3.9683 2.4333
H: 4.6657 3.1678 -0.4706
H: 6.2461 2.1496 -2.0501
H: 5.7068 -0.0033 -3.1434
H: 3.5635 -1.1373 -2.6441
H: 1.9436 -0.0864 -1.0843
Br: 3.7891 1.4292 -4.0059
C: 2.0478 1.7672 -4.6588
C: 1.8934 2.3217 -5.9371
C: 0.6514 2.5636 -6.4534
Br: 0.5074 3.3064 -8.1953
C: -0.5107 2.2439 -5.7133
C: -1.8395 2.4305 -6.1520
C: -2.8810 2.0573 -5.3472
C: -2.6113 1.4874 -4.0968
N: -1.3904 1.2925 -3.6546
C: -0.3346 1.6675 -4.4364
C: 0.9679 1.4220 -3.8597
O: 1.0537 0.9074 -2.6786
H: 2.7743 2.5480 -6.5235
H: -2.0213 2.8684 -7.1236
H: -3.9078 2.1934 -5.6622
H: -3.4278 1.1897 -3.4445
C: -3.7399 -3.5440 -5.4074
C: -4.7116 -3.0222 -4.5603
C: -4.3402 -2.3603 -3.3988
C: -2.9900 -2.1914 -3.0671
C: -2.0252 -2.7173 -3.9360
C: -2.3946 -3.4007 -5.0863
Si: -2.3628 -1.1343 -1.6596
C: -3.5863 -1.2627 -0.1808
C: -5.0459 -1.0320 -0.3858
C: -6.0596 -1.4387 0.4268
C: -5.9822 -2.1368 1.6572
C: -4.8461 -2.6510 2.3349
C: -3.5741 -2.8085 1.8839
H: -4.0308 -4.0554 -6.3172
H: -5.7622 -3.1382 -4.8058
H: -5.1160 -1.9811 -2.7425
H: -0.9711 -2.5813 -3.7051
H: -1.6324 -3.8098 -5.7398
H: 0.1179 -1.2275 -2.1108
H: -5.3152 -0.3620 -1.1999
H: -7.0584 -1.1223 0.1417
H: -6.9214 -2.2325 2.1901
H: -5.0310 -2.9812 3.3529
H: -2.8370 -3.2201 2.5645